Entry w
8
Properties=species:S:1:pos:R:3:mulliken_charge:R:1 method="wB97M-V/def2-TZVPD" homo_ev=-17.5 lumo_energy_ev=-4.7 total_charge=+1
C -0.145 -0.038 0.904 0.42
N 0.397 0.867 -3.082 -0.12
N -0.089 0.677 -2.120 0.10
N -0.601 1.024 0.929 -0.01
N 0.260 -1.240 0.921 -0.33
H -0.977 1.901 0.645 0.35
H 0.651 -1.382 0.036 0.28
H 0.505 -1.808 1.767 0.31

=====

Entry x
8
Properties=species:S:1:pos:R:3:mulliken_charge:R:1 method="wB97M-V/def2-TZVPD" homo_ev=-17.6 lumo_energy_ev=-5.1 total_charge=+1
C -0.058 0.232 0.604 0.46
N 2.403 2.553 -2.987 -0.02
N 2.404 2.508 -1.883 0.03
N 0.256 1.336 0.907 -0.05
N -0.259 -0.991 0.211 -0.37
H 0.248 2.085 1.495 0.31
H -1.191 -1.227 -0.117 0.31
H 0.176 -1.858 0.607 0.33

=====

Result of the stability comparison: entry x is the least stable of them.

=====

Entry w
30
Properties=species:S:1:pos:R:3:mulliken_charge:R:1 method="wB97M-V/def2-TZVPD" homo_ev=-7.9 smiles=Cc1c[nH]c2ccccc12.CCC lumo_energy_ev=0.9
C 1.696 -1.625 2.428 -1.28
C 1.719 -1.324 0.939 0.32
C 1.304 -2.122 -0.107 -0.56
N 1.148 -1.383 -1.230 0.03
C 1.369 -0.041 -0.986 -0.28
C 1.370 1.034 -1.901 -0.93
C 1.701 2.268 -1.379 -0.42
C 2.111 2.320 -0.021 -0.63
C 1.968 1.301 0.881 -0.59
C 1.651 0.019 0.382 1.25
H 0.659 -1.738 2.742 0.24
H 2.052 -0.788 3.038 0.36
H 2.353 -2.458 2.653 0.37
H 1.071 -3.166 0.048 0.41
H 1.212 -1.784 -2.151 0.21
H 1.168 0.900 -2.944 0.42
H 1.775 3.134 -2.024 0.44
H 2.555 3.218 0.410 0.33
H 2.131 1.372 1.947 0.33
C -3.359 0.227 -1.425 -1.27
C -2.223 0.217 -0.375 0.48
C -2.775 -0.102 1.001 -1.27
H -3.525 -0.797 -1.775 0.33
H -2.995 0.750 -2.316 0.33
H -4.206 0.787 -1.059 0.35
H -1.432 -0.505 -0.614 -0.13
H -1.795 1.220 -0.324 0.21
H -3.690 0.390 1.336 0.35
H -3.032 -1.180 1.067 0.32
H -1.978 -0.145 1.758 0.31

=====

Entry x
30
Properties=species:S:1:pos:R:3:mulliken_charge:R:1 method="wB97M-V/def2-TZVPD" homo_ev=-7.8 smiles=CCc1c[nH]c2ccccc12.CC lumo_energy_ev=0.9
C -0.527 0.906 3.163 -1.22
C -1.311 0.898 1.852 -0.40
C -1.009 -0.372 1.061 0.57
C -1.850 -1.429 0.974 -0.76
N -1.243 -2.441 0.221 -0.04
C -0.080 -1.922 -0.304 -0.46
C 0.935 -2.551 -1.073 -0.87
C 1.976 -1.686 -1.345 -0.23
C 2.214 -0.395 -0.899 -1.08
C 1.222 0.178 -0.098 -0.18
C 0.128 -0.629 0.203 1.05
H 0.474 0.471 3.178 0.33
H -1.068 0.384 3.959 0.35
H -0.385 1.911 3.570 0.37
H -2.379 0.837 2.021 0.42
H -0.987 1.720 1.221 -0.17
H -2.806 -1.579 1.451 0.41
H -1.632 -3.321 -0.038 0.18
H 0.834 -3.552 -1.459 0.37
H 2.710 -2.169 -1.999 0.29
H 3.117 0.107 -1.200 0.43
H 1.204 1.164 0.345 0.54
C -0.486 2.868 -1.825 -0.12
C 0.408 4.124 -1.872 -0.93
H -1.482 3.071 -2.215 0.39
H -0.004 2.121 -2.454 0.23
H -0.602 2.457 -0.829 -0.33
H -0.156 5.044 -1.729 0.30
H 0.929 4.153 -2.829 0.27
H 1.195 4.072 -1.118 0.29

=====

Entry y
30
Properties=species:S:1:pos:R:3:mulliken_charge:R:1 method="wB97M-V/def2-TZVPD" homo_ev=-7.9 smiles=CCc1c[nH]c2ccccc12.CC lumo_energy_ev=0.9
C 3.228 -0.648 -2.655 -1.12
C 2.403 0.181 -1.666 -0.74
C 1.655 -0.593 -0.628 0.46
C 2.035 -0.835 0.657 -0.76
N 1.013 -1.441 1.371 -0.14
C -0.118 -1.425 0.568 -0.31
C -1.428 -1.716 0.931 -0.88
C -2.404 -1.409 0.009 -0.32
C -2.051 -1.097 -1.320 -0.68
C -0.738 -0.890 -1.672 -0.39
C 0.281 -1.007 -0.712 0.94
H 4.160 -0.965 -2.194 0.31
H 3.497 -0.069 -3.538 0.35
H 2.640 -1.527 -2.927 0.33
H 2.999 0.979 -1.215 0.36
H 1.649 0.750 -2.217 0.33
H 2.987 -0.559 1.076 0.43
H 0.949 -1.267 2.362 0.27
H -1.600 -2.111 1.922 0.40
H -3.458 -1.339 0.266 0.44
H -2.848 -0.931 -2.032 0.37
H -0.493 -0.461 -2.641 0.34
C -1.704 3.053 2.191 -1.04
C -1.894 1.580 1.876 -0.51
H -2.676 3.450 2.460 0.30
H -0.990 3.214 2.992 0.30
H -1.335 3.662 1.364 0.31
H -1.987 0.982 2.779 0.30
H -1.046 1.091 1.379 0.03
H -2.723 1.346 1.216 0.31

=====

Result of the stability comparison: entry w is the least stable of them.

=====

Entry w
9
Properties=species:S:1:pos:R:3:mulliken_charge:R:1 method="wB97M-V/def2-TZVPD" homo_ev=-8.7 lumo_energy_ev=-1.0
C 0.811 -0.431 0.657 -0.52
C -0.556 -0.188 -0.156 0.19
H 1.531 1.065 -1.335 0.18
H 0.717 0.304 1.432 0.34
H 0.859 -1.413 0.927 0.34
H -2.705 0.718 -0.198 0.21
S 2.178 -0.207 -0.569 -0.19
S -1.100 1.448 -0.287 -0.22
S -1.735 -1.297 -0.472 -0.33

=====

Entry x
9
Properties=species:S:1:pos:R:3:mulliken_charge:R:1 method="wB97M-V/def2-TZVPD" homo_ev=-8.8 smiles=SC1(S)CS1 lumo_energy_ev=0.5
S 0.103 1.397 1.184 -0.19
C -0.260 0.062 0.009 0.36
S -1.514 0.568 -1.151 -0.28
C 0.854 -0.801 -0.523 -0.64
S -0.059 -1.626 0.796 -0.10
H 0.901 0.808 1.982 0.12
H -2.388 1.426 -0.337 0.17
H 0.404 -1.131 -1.435 0.26
H 1.958 -0.703 -0.524 0.29

=====

Result of the stability comparison: entry w is the least stable of them.

=====

Entry w
9
Properties=species:S:1:pos:R:3:mulliken_charge:R:1 method="wB97M-V/def2-TZVPD" homo_ev=-11.0 smiles="O=[P@@H](O)C1OO1" lumo_energy_ev=0.6
O 1.467 1.501 -0.169 -0.60
P 0.669 0.279 -0.379 0.68
O 1.338 -0.859 0.509 -0.49
C -1.068 -0.228 0.202 0.11
O -1.890 0.750 0.626 -0.24
O -2.033 0.188 -0.643 -0.27
H 0.604 -0.010 -1.666 0.03
H 2.071 -0.427 0.939 0.34
H -1.158 -1.194 0.580 0.44

=====

Entry x
9
Properties=species:S:1:pos:R:3:mulliken_charge:R:1 method="wB97M-V/def2-TZVPD" homo_ev="-7.9 / -7.9" lumo_energy_ev="-0.4 / -0.4"
C 0.732 1.221 1.565 0.40
O 1.217 0.258 1.951 -0.19
O 0.099 0.154 -1.788 -0.41
O -0.689 -1.441 -0.064 -0.45
O -0.948 1.070 0.267 -0.46
P -1.186 -0.013 -0.779 0.15
H 0.756 2.294 1.587 0.35
H 0.047 -0.423 -2.549 0.30
H -1.393 -1.920 0.367 0.31

=====

Entry y
9
Properties=species:S:1:pos:R:3:mulliken_charge:R:1 method="wB97M-V/def2-TZVPD" homo_ev=-10.0 smiles="O=COP(O)O" lumo_energy_ev=0.7
O 1.908 -0.864 0.050 -0.50
C 1.671 0.287 0.283 0.17
O 0.447 0.831 0.278 -0.31
P -0.929 -0.276 0.687 0.39
O -2.042 0.729 0.351 -0.36
O -0.950 -1.223 -0.638 -0.42
H 2.275 1.122 0.247 0.39
H -2.068 1.200 -0.454 0.32
H -0.312 -1.806 -0.804 0.32

=====

Result of the stability comparison: entry w is the least stable of them.